(1)
Computed, not measured: a structure of composition C5H12O2, with ωB97M-V with the def2-TZVPD basis set.

Geometry as XYZ:
```
19
Properties=species:S:1:pos:R:3:forces:R:3
C 2.669699 -0.386771 0.364802 0.13 -0.10 -0.28
C 1.738324 -0.339031 -0.697153 0.25 -0.03 -0.04
C 0.015225 -0.227012 0.416616 -0.22 -0.14 -0.18
O 0.632223 0.221691 1.601404 0.27 -0.01 0.00
C -0.784862 0.643143 -0.572537 0.02 0.09 -0.03
C -2.254288 0.246813 -0.526492 0.16 -0.05 -0.31
O -2.725194 0.520186 0.782118 -0.28 -0.09 0.10
H 3.446483 0.376739 0.399870 -0.17 -0.03 0.01
H 1.882152 0.015914 1.289215 -0.26 0.10 0.12
H 3.011024 -1.375626 0.676810 -0.03 0.18 -0.01
H 1.483623 -1.215025 -1.286814 0.02 0.08 0.15
H 1.669397 0.599969 -1.244709 -0.05 -0.18 0.08
H -0.118817 -1.312024 0.324833 0.04 0.13 0.04
H -0.748540 -0.065869 1.322958 -0.04 -0.11 0.01
H -0.435139 0.535780 -1.606067 -0.03 0.00 0.15
H -0.674960 1.694674 -0.284364 0.00 -0.12 -0.03
H -2.339725 -0.828785 -0.754330 -0.01 0.18 0.04
H -2.831776 0.796280 -1.283652 0.09 -0.02 0.15
H -3.550709 0.043817 0.926424 0.12 0.11 0.03
```
Forces are in eV/Å.

Calculated total energy (Ha): -347.981712
Orbital gap (eV): 9.5
E_HOMO (eV): -8.74


(2)
Computed, not measured: a structure of composition C17H21BKN3O2 at a distorted geometry, with ωB97M-V with the def2-TZVPD basis set.

Geometry as XYZ:
```
45
Properties=species:S:1:pos:R:3:forces:R:3
K 0.858490 0.097521 0.489087 0.04 -0.04 0.29
C -2.565746 -5.016155 0.273062 -1.43 1.06 0.26
C -2.612374 -3.592087 0.163217 1.55 -2.18 0.16
C -1.416498 -2.898268 -0.044852 -1.19 1.19 -0.07
C -0.208844 -3.570675 -0.105736 -0.30 -1.44 -0.32
C -0.184341 -4.984745 0.006979 0.21 -0.79 -0.41
C -1.381682 -5.710529 0.133578 1.00 1.44 -0.27
N 0.943977 -2.798621 -0.339050 1.53 -1.58 0.31
N 1.981137 -3.533313 -0.444723 -1.96 1.61 0.23
C 3.171916 -2.807213 -0.362728 0.99 0.71 0.68
C 4.327261 -3.606205 -0.459090 -2.80 -0.03 -0.18
C 5.517415 -3.045393 -0.315093 3.88 2.63 0.51
C 5.612028 -1.727962 0.239925 -1.07 -0.30 -0.89
C 4.392625 -1.003124 0.316956 0.18 -0.23 -0.33
N 3.176872 -1.491560 -0.044558 1.53 -1.17 0.09
H -3.511466 -5.566772 0.510174 0.92 0.57 -0.50
H -3.563494 -3.143664 0.240455 -0.71 0.79 0.06
H -1.447454 -1.784278 -0.181139 0.10 -1.21 0.18
H 0.768481 -5.571702 -0.079571 -1.04 0.98 0.08
H -1.380465 -6.770992 0.020737 0.09 -0.59 0.40
H 4.209940 -4.654413 -0.569914 -0.18 -0.72 -0.67
H 6.456768 -3.506741 -0.699365 -0.82 -0.05 0.95
H 6.594120 -1.299922 0.516727 -0.90 -0.15 -0.30
H 4.345874 0.051228 0.615011 0.37 -0.45 0.07
C -0.068083 4.371709 -0.800806 0.01 1.91 0.78
C -0.925058 3.264380 -0.249118 -0.17 0.55 -0.01
C -1.413274 2.377871 -1.398469 -1.29 0.51 0.47
O -0.024209 2.472943 0.579120 -1.05 0.43 -0.58
B -0.559468 2.393507 1.877436 1.61 -1.95 1.49
O -1.650485 3.148442 2.090984 -1.24 1.10 -2.17
C -2.033639 3.790838 0.754769 -0.16 -1.25 -0.16
C -2.028604 5.285246 0.985990 -0.25 0.81 0.09
C -3.465291 3.341528 0.307902 -0.79 1.80 0.07
H 0.716726 4.001745 -1.436492 0.47 -0.26 -0.08
H 0.341312 4.954583 0.061267 0.17 -0.71 -0.69
H -0.587351 5.166138 -1.359948 -0.24 -0.58 -0.17
H -0.558373 1.863465 -1.767426 0.72 -0.36 -0.67
H -1.911018 2.969701 -2.208356 0.47 -0.49 0.58
H -2.136439 1.634729 -1.026378 0.47 0.10 -0.28
H -1.175992 5.599432 1.617785 -0.58 -0.24 -0.16
H -3.002137 5.541967 1.469444 0.91 0.07 -0.16
H -1.940845 5.864243 0.037940 -0.36 -0.43 0.57
H -4.098093 3.041865 1.147084 0.39 -0.11 0.16
H -3.556084 2.588391 -0.473714 0.19 0.09 0.36
H -4.008157 4.262857 -0.089082 0.69 -1.03 0.23
```
Forces are in eV/Å.

Calculated total energy (Ha): -1599.856627
Orbital gap (eV): 2.8
E_HOMO (eV): -4.58


(3)
Computed, not measured: the molecule C6H10O, with ωB97M-V with the def2-TZVPD basis set.

Geometry as XYZ:
```
17
Properties=species:S:1:pos:R:3:forces:R:3
C 0.852103 -1.174134 0.922121 0.04 0.04 0.01
C -0.299095 -1.780400 0.118472 -0.03 -0.04 0.01
C -1.044915 -0.878121 -0.835979 -0.03 0.13 0.01
C -1.146064 0.450027 -0.828856 0.00 -0.22 0.00
C -0.518873 1.384892 0.166861 -0.06 0.07 0.26
C 0.775823 2.053672 -0.247887 0.09 0.03 0.01
O -1.047924 1.627229 1.231506 0.17 -0.07 -0.41
H 0.524647 -0.348442 1.558406 0.04 -0.16 -0.05
H 1.289746 -1.933837 1.578308 -0.06 0.10 -0.12
H 1.649127 -0.807751 0.264031 -0.15 -0.05 0.09
H 0.086050 -2.629554 -0.460899 -0.09 0.11 0.08
H -1.040162 -2.210023 0.809054 0.11 0.05 -0.11
H -1.593573 -1.407840 -1.615767 0.07 0.10 0.11
H -1.743510 0.941374 -1.598177 0.11 -0.06 0.11
H 0.534098 2.992265 -0.760396 0.01 -0.11 0.04
H 1.372118 2.290843 0.637034 -0.13 0.00 -0.11
H 1.350403 1.429799 -0.937832 -0.11 0.10 0.10
```
Forces are in eV/Å.

Calculated total energy (Ha): -309.826879
Orbital gap (eV): 10.6
E_HOMO (eV): -9.58